Record 1
Molecular formula: C4H10S
Method: DFT, ωB97M-V with the def2-TZVPD basis set

Each line ends with the Löwdin charge.
Cartesian coordinates (Å):
C 2.63657 1.23984 -0.02407  -0.08
C 1.99889 2.21432 0.60639  -0.08
H 2.27214 0.21024 -0.07723  0.04
H 3.66431 1.34982 -0.33041  0.04
H 1.00939 2.11339 1.04085  0.04
H 2.34858 3.23891 0.65964  0.04
C -1.43136 -0.23882 0.05796  -0.15
C -1.30247 -1.76775 0.07613  -0.58
S -1.87009 -2.74283 -1.43457  0.63
H -2.15366 -0.00782 -0.73135  0.05
H -0.48435 0.27129 -0.12597  0.05
H -1.86021 0.12313 0.98940  0.07
H -0.29572 -2.12588 0.25823  0.04
H -1.90814 -2.20123 0.86823  0.04
H -2.62388 -1.67662 -1.83323  -0.16

As for the LUMO energy: 1.04 eV. The value obtained for the HOMO energy is -8.989 eV. The calculation puts the energy relative to the best compared isomer or geometry (same formula, charge and spin) at 1.376 eV. The maximum force comes out at 0.03452 Eh/bohr. As for the multiplicity: 1. Its SMILES is C=C.CCS.

---

Record 2
Molecular formula: CH3ClO
Method: DFT, ωB97M-V with the def2-TZVPD basis set

Each line ends with the Löwdin charge.
Cartesian coordinates (Å):
C 0.54079 0.64867 -0.05385  -0.43
O -1.36861 -0.71504 -0.08362  -0.30
Cl 1.94683 -0.19526 -0.14841  0.71
H 0.07956 1.21419 -0.83770  0.04
H -0.01608 0.65785 0.90569  0.04
H -1.18249 -1.61042 0.21789  -0.06

As for the LUMO energy (spin up / spin down): -1.39 / -1.40 eV. The value obtained for the HOMO energy (spin up / spin down) is -9.410 / -9.364 eV. The calculation puts the energy relative to the best compared isomer or geometry (same formula, charge and spin) at 3.868 eV. The maximum force comes out at 0.09367 Eh/bohr. As for the multiplicity: 1.